A cluster of 7 separate species, C37H44FIN8O2P in total at a distorted geometry. Source: the Open Molecules 2025 dataset; level of theory: ωB97M-V with the def2-TZVPD basis set.

The value obtained for the maximum force is 0.113 Eh/bohr. The value obtained for the gap between HOMO and LUMO is 5.85 eV. As for the charge: -1. Its highest occupied orbital energy is -4.39 eV. The calculation puts the molar mass at 809.7 g mol⁻¹.

Each line ends with the Löwdin charge.
CARTESIAN COORDINATES (ANGSTROEM)
N 3.2109 2.7898 3.0185  -0.345
P 2.6840 3.5487 1.6817  0.777
C 3.9397 4.9322 1.2181  -0.473
C 5.3469 4.1849 1.0283  -0.151
C 5.6033 3.6327 -0.4667  -0.170
F 4.4805 2.9091 -1.0177  -0.126
N 3.3982 5.5689 -0.0159  -0.058
C 4.2467 6.6869 -0.5088  -0.226
C 3.8251 8.1450 0.0301  -0.261
C 5.2150 8.9776 0.1943  -0.679
I 4.9345 11.0234 0.8766  0.622
C 3.9589 5.9181 2.5042  -0.585
O 2.8295 6.3936 2.8864  -0.116
O 5.0980 6.2504 3.1979  -0.178
H 4.0817 3.2229 3.3589  -0.061
H 2.6301 2.5159 0.6690  -0.010
H 1.3508 4.0646 1.8734  -0.004
H 6.1708 4.9674 1.2154  0.118
H 5.5377 3.3387 1.7654  0.102
H 6.5553 2.9821 -0.4028  0.097
H 5.8855 4.5618 -1.0920  0.103
H 2.4452 5.8905 0.2154  0.079
H 4.1020 6.7185 -1.6582  0.119
H 5.3653 6.5510 -0.3421  0.102
H 3.2162 8.7251 -0.7402  0.093
H 3.2275 8.1218 1.0085  0.105
H 5.6482 9.0346 -0.8765  0.050
H 5.9884 8.3833 0.8030  0.065
N 1.1341 0.7983 0.3089  0.052
C 0.0382 1.2872 0.9105  -0.152
C -1.2460 0.8262 0.6670  -0.073
C -1.4123 -0.1972 -0.2545  -0.091
C -0.2967 -0.7199 -0.8927  -0.082
C 0.9454 -0.1924 -0.5769  -0.147
H 0.2189 2.0879 1.6199  0.071
H -2.0943 1.2571 1.1846  0.097
H -2.4016 -0.5843 -0.4732  0.070
H -0.3896 -1.5189 -1.6180  0.095
H 1.8483 -0.5701 -1.0465  0.102
N -4.1941 -2.2931 0.0619  0.057
C -4.2571 -3.5942 0.3867  -0.155
C -5.0940 -4.1049 1.3658  -0.076
C -5.9127 -3.2223 2.0551  -0.080
C -5.8663 -1.8719 1.7411  -0.072
C -4.9979 -1.4612 0.7430  -0.148
H -3.5958 -4.2437 -0.1778  0.097
H -5.1049 -5.1656 1.5841  0.101
H -6.5806 -3.5833 2.8296  0.105
H -6.4908 -1.1550 2.2593  0.102
H -4.9281 -0.4158 0.4590  0.104
N 8.4140 1.1018 0.7229  0.055
C 9.2780 0.8905 1.7286  -0.155
C 9.1827 -0.1656 2.6198  -0.083
C 8.1316 -1.0577 2.4699  -0.086
C 7.2223 -0.8639 1.4412  -0.071
C 7.4057 0.2212 0.5992  -0.148
H 10.0809 1.6164 1.8073  0.100
H 9.9116 -0.2871 3.4114  0.097
H 8.0222 -1.8966 3.1487  0.102
H 6.3896 -1.5405 1.2957  0.102
H 6.7221 0.4128 -0.2219  0.101
N -4.0765 -7.8784 -3.8009  0.052
C -4.7391 -7.5171 -2.6899  -0.148
C -4.8418 -6.2085 -2.2455  -0.080
C -4.2223 -5.2131 -2.9867  -0.087
C -3.5295 -5.5578 -4.1379  -0.076
C -3.4878 -6.8947 -4.5004  -0.157
H -5.2037 -8.3317 -2.1429  0.085
H -5.3920 -5.9734 -1.3427  0.091
H -4.2796 -4.1768 -2.6702  0.099
H -3.0341 -4.8062 -4.7397  0.101
H -2.9616 -7.2147 -5.3942  0.100
N -6.3466 -10.5847 -0.7611  0.052
C -6.7703 -11.5734 -1.5641  -0.149
C -8.0732 -12.0446 -1.5862  -0.077
C -8.9950 -11.4653 -0.7266  -0.085
C -8.5838 -10.4426 0.1157  -0.079
C -7.2592 -10.0405 0.0593  -0.156
H -6.0123 -11.9964 -2.2152  0.104
H -8.3596 -12.8441 -2.2579  0.101
H -10.0242 -11.8074 -0.7134  0.104
H -9.2764 -9.9682 0.7997  0.100
H -6.8905 -9.2422 0.6956  0.100
N -0.2319 6.2042 -0.3829  0.068
C -1.3275 6.6941 0.2180  -0.144
C -2.6122 6.2349 -0.0247  -0.084
C -2.7806 5.2112 -0.9452  -0.095
C -1.6666 4.6863 -1.5834  -0.083
C -0.4228 5.2112 -1.2694  -0.146
H -1.1455 7.4952 0.9270  0.107
H -3.4596 6.6673 0.4929  0.097
H -3.7709 4.8257 -1.1632  0.099
H -1.7614 3.8870 -2.3079  0.099
H 0.4791 4.8309 -1.7392  0.105

Force components x, y, z for each atom (eV/Å):
-0.258 0.679 -1.087
2.263 -1.063 2.357
-0.232 -0.825 0.472
0.316 0.258 -1.120
0.849 1.093 1.199
1.849 0.878 0.632
1.267 0.244 0.771
-0.863 1.215 -1.246
1.005 0.887 0.401
-0.134 -1.899 -1.482
0.184 -0.806 -0.171
1.543 2.618 4.208
1.834 -1.532 -1.954
-3.694 -2.111 -3.933
-0.740 -0.082 -0.017
-0.376 1.336 0.105
0.600 0.096 -0.649
-1.183 -1.138 -0.167
-0.666 1.246 -0.811
-1.743 0.582 -0.393
-0.958 -1.748 0.395
0.692 0.189 -0.188
0.385 -0.031 1.655
-1.585 -0.210 0.123
0.642 -0.924 0.937
1.054 -0.229 -1.316
-0.582 0.263 1.737
-1.393 1.272 -0.393
-0.815 -0.469 -0.259
0.597 -0.072 -0.120
0.049 -0.138 -0.150
-0.199 0.023 -0.043
-0.063 0.080 0.080
0.212 0.407 0.364
-0.064 -0.056 0.019
0.061 0.015 -0.001
0.094 -0.050 0.010
0.018 0.028 0.028
-0.042 -0.008 -0.019
-0.491 -0.259 0.452
0.158 0.494 -0.247
-0.081 0.097 0.048
-0.066 -0.026 0.056
-0.004 -0.140 0.024
0.392 -0.214 -0.373
-0.025 -0.037 0.068
0.039 0.045 -0.019
0.048 0.026 -0.043
0.051 -0.014 -0.041
-0.037 -0.009 0.063
-0.106 -0.600 0.412
-0.292 0.237 -0.481
-0.087 -0.076 -0.030
-0.021 -0.084 0.033
0.114 -0.030 0.086
0.397 0.495 -0.091
-0.009 -0.039 0.052
-0.030 0.043 -0.036
-0.005 0.060 -0.031
0.013 0.082 -0.002
-0.039 -0.030 0.073
-0.027 0.655 0.162
0.198 -0.365 -0.404
0.098 0.077 -0.122
-0.020 0.168 0.052
-0.069 -0.015 0.094
-0.212 -0.510 0.217
0.007 0.033 0.033
0.012 -0.024 -0.036
0.008 -0.046 -0.013
-0.018 -0.053 0.020
0.006 0.067 0.022
-0.650 -0.176 0.003
0.346 0.387 0.254
-0.086 0.066 0.108
-0.086 -0.030 -0.002
-0.032 -0.098 -0.082
0.479 -0.131 -0.291
-0.062 -0.006 -0.009
0.043 0.040 0.025
0.064 0.023 -0.001
0.055 -0.005 -0.028
-0.065 -0.022 0.011
-0.646 -0.338 -0.248
0.617 -0.046 -0.113
-0.014 -0.117 -0.115
-0.080 -0.038 -0.015
-0.118 0.055 0.073
0.310 0.440 0.375
-0.030 -0.046 0.009
0.062 0.001 -0.004
0.051 0.018 0.011
0.048 0.022 0.044
-0.033 -0.027 0.020